This record from the Open Molecules 2025 dataset describes a 3-piece molecular cluster, C29H56N2O5S overall in a non-equilibrium geometry. The level of theory is ωB97M-V/def2-TZVPD.

- total energy (eV) = -55029.209
- spin multiplicity = 1
- energy relative to the best compared isomer or geometry (same formula, charge and spin) (eV) = 0.0000
- HOMO level (Eh) = -0.331
- SMILES = C=CC(=O)OCCCCCC[C@@H]1C(=O)N[C@](S)(CC(C)C)[C@H]1ON=O.CCCCCC.CCCCCC
- Kohn-Sham gap (eV) = 8.7

XYZ file:
```
93
Properties=species:S:1:pos:R:3:forces:R:3:mulliken_charge:R:1
H -5.27424 0.48835 -0.96626 0.0 0.0 0.0 0.29
C 5.74574 -2.26715 -0.12218 2.1 -2.1 0.0 0.63
O 3.72327 1.14609 -2.03524 -0.6 0.0 1.2 -0.52
H -0.17418 1.04476 -2.09828 0.1 0.2 0.0 0.21
H -4.54040 -3.37152 -1.94279 0.0 0.0 0.0 0.41
H -0.65774 -1.51691 -1.48936 -0.2 0.1 0.3 0.28
H -1.89952 -2.54692 1.33470 0.0 0.0 0.0 0.21
C -4.12188 1.47294 0.55464 0.1 0.0 -0.1 0.08
H -2.44657 -5.45784 0.57559 0.0 0.0 0.0 0.35
C -7.82303 1.37756 -0.05992 0.0 0.1 0.1 -1.16
C 1.36921 -2.05713 -1.64971 0.2 0.8 -0.3 -1.67
C 6.21836 1.30550 0.03268 0.1 0.3 -0.4 -0.49
C 5.55902 3.70718 -0.54706 0.2 -0.2 -0.7 -0.88
C -5.80322 2.57786 -1.05689 0.0 0.1 0.0 -0.87
H -4.28754 -3.81365 4.09178 0.0 0.0 0.0 0.38
O 1.56178 3.89449 2.99738 -0.3 0.1 0.3 -0.39
H -0.38055 -0.22393 -3.25587 0.0 0.1 -0.2 0.52
H 4.37327 -3.94411 -0.25309 -0.9 0.8 -0.8 0.43
C -2.34285 -4.66025 1.31637 0.0 0.0 -0.1 -1.09
C 1.52430 0.43334 0.39704 0.2 -0.2 3.2 0.56
H 3.51077 0.07071 0.62171 0.1 -0.5 0.1 0.64
H 5.26754 3.60664 0.49798 -0.1 0.1 0.1 0.46
N 2.83396 0.05324 -0.13580 -0.4 0.6 -1.7 0.40
C 0.28733 -0.98375 -1.37991 -0.1 -0.5 0.1 1.13
H 7.01671 1.36409 0.76975 -0.1 0.0 0.2 0.64
H 1.97212 -2.25319 -0.77066 -0.1 -0.3 0.2 0.14
H -4.21128 -2.70123 0.42403 0.0 0.0 0.0 0.41
C 4.62770 -3.10581 0.38235 0.1 0.6 1.0 -0.42
H 7.43099 2.78466 -0.89519 0.2 -0.1 -0.2 0.53
C 0.27088 0.11680 -2.45162 -0.4 -0.5 -0.2 -1.74
C 3.99025 -2.87598 1.55656 0.1 0.0 -0.4 -0.45
H -1.43061 -4.88935 1.87656 0.0 0.0 0.0 0.42
H 6.21373 4.57301 -0.59171 0.0 0.1 0.1 0.46
N 1.41390 3.77327 1.85234 0.3 0.2 -0.3 0.28
C -3.33938 -2.84543 -0.21989 0.1 0.0 -0.1 -0.05
C 2.78680 2.44103 -0.12442 -0.5 0.1 -0.9 0.81
H 1.87965 -1.19194 2.19594 0.0 0.2 -0.3 0.07
H -8.25769 1.21415 -1.04813 0.0 0.0 0.0 0.29
C -3.70395 -3.77703 -1.37174 -0.1 0.1 0.0 -1.47
H -4.00033 -4.76438 -1.01507 0.0 0.0 0.0 0.31
C -4.78912 1.45768 -0.81937 0.0 -0.1 0.0 -0.53
C 4.34784 3.98464 -1.45370 -0.3 0.4 0.2 -1.08
H 6.21236 2.19229 -1.99208 -0.2 -0.1 0.0 0.46
H 4.40813 5.02802 -1.75826 -0.1 0.1 -0.1 0.50
C 0.30640 -0.43290 0.05526 0.0 0.5 -1.4 -1.69
C 2.99693 3.81220 -0.75374 0.3 0.0 0.1 -1.22
C 1.36774 2.02426 0.26360 0.1 -1.3 0.2 -0.08
H -3.46362 0.60167 0.62737 0.0 0.0 0.0 -0.07
H -2.81778 2.67999 1.79351 0.0 0.0 0.0 0.41
H -3.61012 -5.72108 2.67707 0.0 0.0 0.0 0.40
S 1.73970 0.14475 2.27059 -0.2 0.3 0.2 -0.20
H 4.35707 3.39738 -2.36581 0.2 -0.1 0.0 0.56
H -4.46579 -4.53339 1.72147 0.0 0.0 0.0 0.24
C -3.53594 -4.70988 2.26898 0.1 0.0 0.1 -0.45
H -1.27405 -3.40018 -0.05679 0.0 0.0 0.0 0.06
H -3.09443 -1.85979 -0.62892 -0.1 0.0 0.0 0.06
H 2.96090 4.54378 0.05008 -0.2 0.1 0.1 0.46
H 5.75348 -0.10953 -1.56211 -0.3 0.0 0.1 0.30
H -8.64254 1.47478 0.65344 0.0 0.0 0.0 0.38
C -3.29750 2.73085 0.81492 0.0 -0.1 0.1 -1.35
H 3.34408 2.35607 0.81178 0.2 0.0 0.0 0.57
O 5.74794 -0.99947 0.32860 -0.6 -0.2 -0.5 -0.25
H -3.39809 -2.68789 3.07385 0.0 0.0 0.0 0.23
H 2.18770 4.06273 -1.43767 -0.1 -0.1 -0.1 0.37
C -3.42871 -3.72025 3.42584 -0.1 0.0 -0.1 -1.12
H -5.28868 3.54288 -1.05601 0.0 0.0 0.0 0.32
H 1.24299 0.27602 -2.91129 0.2 0.3 0.2 0.32
C 6.28957 -0.05236 -0.61740 0.6 0.0 0.3 -1.08
H -4.01485 1.52488 -1.59108 0.0 0.0 0.0 0.35
H -6.56504 2.79983 0.95902 0.0 0.0 0.0 0.24
H 0.95011 -2.96244 -2.07734 0.0 -0.2 0.1 0.42
H 0.18916 -1.22305 0.78505 0.1 -0.3 -0.1 0.52
C -6.95097 2.62981 -0.04969 -0.1 -0.1 -0.1 -0.38
H -2.51233 2.84297 0.06280 0.0 0.0 0.0 0.23
H -0.58648 0.18683 0.17148 0.0 0.2 0.2 0.03
H -2.86084 -3.89967 -2.05534 0.0 0.0 0.0 0.30
H 0.58771 2.20101 -0.47304 0.1 0.5 -0.2 0.29
H -7.25547 0.48698 0.21432 0.0 0.0 0.0 0.26
H -4.87062 1.35619 1.34257 0.0 0.0 0.0 0.34
H -7.57689 3.49437 -0.28542 0.0 0.0 0.0 0.38
C -2.14572 -3.32243 0.60256 0.0 0.1 0.1 0.18
H 2.91180 -2.75539 1.60542 -0.2 -1.8 0.2 0.22
C 3.20650 1.20094 -0.94496 0.5 0.0 -0.5 -0.80
H 2.07514 -1.64626 -2.36987 0.2 -0.2 -0.1 0.45
H -3.91491 3.62993 0.79907 0.0 0.0 0.0 0.41
H 4.53126 -2.76533 2.48931 0.1 1.6 -0.2 0.26
H 5.29232 1.45051 0.58908 -0.1 -0.3 0.0 0.18
H -2.52766 -3.90664 4.01380 0.0 0.0 0.0 0.28
H -6.21813 2.46178 -2.06298 0.0 0.0 0.0 0.41
C 6.38951 2.47278 -0.95711 0.5 0.3 0.8 -0.97
O 6.56962 -2.70840 -0.91291 -1.0 0.9 0.4 -0.61
H 7.32321 -0.31487 -0.82696 0.1 -0.1 0.0 0.62
O 0.93478 2.48415 1.55238 0.0 0.0 -0.2 -0.26
```
Positions in Å, forces in eV/Å.

***

This record from the Open Molecules 2025 dataset describes a 3-piece molecular cluster, C29H56N3O7 overall in a non-equilibrium geometry. The level of theory is ωB97M-V/def2-TZVPD.

- total energy (eV) = -49770.771
- spin multiplicity = 1
- total charge = +1
- energy relative to the best compared isomer or geometry (same formula, charge and spin) (eV) = 7.4736
- HOMO level (Eh) = -0.391
- Kohn-Sham gap (eV) = 7.6

XYZ file:
```
95
Properties=species:S:1:pos:R:3:forces:R:3:mulliken_charge:R:1
C 1.91256 -6.50426 6.81276 -0.2 0.1 0.3 -0.79
H 2.14214 5.32579 -2.75946 -0.2 0.0 -0.1 0.25
H -1.51989 -2.06651 5.17517 -0.1 0.0 -0.1 0.31
C 1.07286 1.52999 -2.20975 0.0 0.2 0.6 0.03
H 2.82739 6.02846 -1.30761 0.1 0.1 -0.1 0.32
H -6.11917 -2.33949 -1.85684 -0.4 0.0 0.0 0.26
H 0.51512 -1.22892 1.75315 0.0 0.1 -0.5 0.47
H 3.59470 -5.37996 5.42524 -0.1 -0.1 0.0 0.40
O 1.86896 -0.87736 0.10743 -1.4 -0.2 -0.1 -0.35
H -0.14091 -3.39676 0.85432 -0.4 -0.2 -0.6 0.54
C -0.67985 0.28067 -3.50904 1.1 0.1 -0.5 -1.40
H -1.98537 -3.82096 -0.21117 0.3 0.1 -0.2 0.64
C 1.65824 -2.03833 -2.90247 0.1 0.4 -1.3 -0.91
H -1.32395 -4.50636 3.36608 0.1 0.2 0.0 0.11
H 3.38521 1.89696 -5.21157 -0.1 0.0 0.2 0.40
N -0.90095 -2.01583 -0.61740 -0.2 -1.5 -1.1 0.64
C -2.10333 -2.91743 -0.81630 -0.9 1.0 0.3 -0.76
O 1.79982 -5.14216 6.44069 0.1 -0.2 -0.3 -0.30
O 0.16382 8.60971 -0.53202 0.1 0.2 -0.3 -0.29
H 1.96393 -1.22172 -2.24200 -0.2 -0.4 0.2 0.26
C 0.37959 -5.76173 3.85356 0.1 -0.4 0.2 -0.42
H 4.09814 2.77366 -2.99143 -0.2 -0.1 -0.3 0.49
H 1.70043 -3.29392 4.25201 -0.1 -0.1 0.3 -0.05
H -0.74570 -2.51604 3.63418 0.0 -0.1 0.0 0.06
H -1.07949 5.26190 -1.74871 0.0 0.0 -0.1 0.36
H -2.19328 -3.17558 -1.88254 0.0 -0.3 0.3 0.30
H 2.76497 -2.67525 0.16800 0.9 -0.5 1.0 0.33
H -3.28575 -1.50957 0.41841 0.1 -0.3 -0.1 0.36
H 0.46301 1.44625 -1.31042 -0.1 -0.1 -0.3 0.30
C -0.82250 -4.90779 4.25552 -0.1 -0.2 0.2 -0.20
C -5.85472 -2.80404 0.22600 0.6 -0.4 -0.9 -0.50
H -1.63246 8.79658 -1.43050 -0.1 0.0 -0.2 0.34
H 2.20538 -2.96583 -2.71249 -0.1 0.3 0.1 0.36
H 3.20746 -3.76655 6.00673 0.1 0.1 -0.2 0.35
H 0.76853 9.98380 0.87572 0.0 0.1 -0.1 0.24
C 2.26570 -4.22430 4.17210 -0.2 0.5 -0.1 0.08
C 0.67534 1.01987 -3.43754 -0.8 -0.3 0.2 0.76
C 0.99358 -1.66676 0.87097 2.2 -1.0 0.2 -0.01
H -0.91540 8.49216 -3.72747 0.1 0.1 0.0 0.43
H 1.88299 -1.70371 -3.92325 0.0 -0.2 0.2 0.35
H -6.57417 -3.98803 -1.45235 -0.4 0.2 0.1 0.32
H 0.06380 -3.30650 -2.53419 0.1 0.0 -0.2 0.58
C 1.50527 1.15945 -4.54145 -0.3 0.0 0.4 -0.48
H 1.21051 10.40604 -0.80295 -0.1 0.0 0.0 0.40
C -0.32360 8.05870 -2.91606 -0.2 -0.4 0.0 -0.20
O 1.54732 -5.13411 3.35177 0.0 0.1 -0.2 -0.50
C -3.43061 -2.23187 -0.39413 0.1 -0.9 -0.2 -0.53
H 2.55526 2.53643 -1.04791 0.0 0.0 -0.3 0.48
H 0.18253 4.59569 -2.81516 0.0 0.0 0.0 0.47
H -0.06001 3.95176 -1.17085 0.0 -0.1 -0.1 0.08
C -0.06392 4.85846 -1.78384 -0.2 0.0 0.4 -0.75
C -0.57741 8.93475 -1.69188 0.0 0.1 0.1 -0.47
H -4.02665 -3.96673 0.82069 -0.1 0.3 0.0 0.32
C 2.04089 7.48751 -2.61081 0.1 0.4 0.1 -0.41
H -1.53579 -5.59909 4.71961 0.0 -0.1 -0.1 0.39
H -1.49562 0.96919 -3.75564 0.0 -0.2 0.4 0.52
O 0.82770 5.79427 -1.21767 0.0 -0.1 -0.5 -0.37
N 0.18391 -2.33951 -2.82530 0.1 0.1 1.5 -0.20
H 3.18224 -1.25678 1.40804 0.3 -1.5 1.3 0.45
H 2.15276 -6.57401 7.87654 0.1 0.0 -0.1 0.24
H 0.92856 -3.19787 -0.60349 -0.4 -0.2 0.1 0.00
N -0.92465 -0.38687 -2.22044 -0.4 0.3 -0.9 0.02
H 2.92876 7.48987 -3.25091 -0.1 -0.1 -0.1 0.42
C 0.19695 -2.72159 0.06089 1.1 1.7 1.7 -0.33
H -6.34355 -3.33659 1.04734 0.0 0.3 -0.1 0.35
H 0.94589 -6.99188 6.66804 0.0 0.0 0.0 0.24
H -0.62851 -0.48280 -4.29598 -0.1 0.1 0.3 0.43
H -7.67637 -2.61603 -0.97087 0.1 -0.1 -0.4 0.37
H 2.25608 8.24465 -1.85720 -0.2 -0.2 0.2 0.12
C 1.08832 9.58695 -0.09148 0.0 -0.2 0.3 -0.80
H -4.45312 -4.01934 -0.89614 0.0 -0.1 0.4 0.30
H -0.75061 7.06456 -2.77339 0.1 0.0 0.3 -0.01
O -0.58824 -3.89280 5.20871 0.1 0.1 -0.5 -0.32
H 2.66307 -7.04216 6.22988 0.0 0.0 0.0 0.39
H -0.45386 9.99034 -1.95566 0.1 0.0 0.0 0.38
C 2.71572 1.80494 -4.35633 0.8 0.0 -1.1 -0.59
H 0.23112 -2.01939 5.03926 0.0 0.0 -0.1 0.28
C 2.50422 -1.98181 0.96642 -2.0 2.4 -2.6 -0.98
O 0.98667 7.93561 -3.44099 0.0 0.0 -0.1 -0.48
C -6.64427 -2.95021 -1.10649 0.7 0.3 0.8 -1.14
H 0.03032 -6.40748 3.04111 0.0 0.1 -0.1 0.44
H 2.06032 9.11194 0.06037 0.0 0.0 0.0 0.24
H -5.73838 -1.73570 0.45579 -0.4 -0.3 0.3 0.31
H 0.65497 -6.45800 4.64442 -0.1 0.2 0.2 0.19
H 3.15033 -3.95156 3.58791 0.0 -0.2 0.0 0.44
C -0.51648 -1.57944 -1.91080 -0.2 0.6 0.6 -1.08
C -4.41923 -3.36395 -0.00844 -0.2 0.6 -0.5 -0.62
H -1.45562 0.14206 -1.53795 0.3 -0.3 0.3 0.46
C 2.28724 2.17283 -2.03822 0.1 -0.2 -0.2 -0.69
C 2.77706 -4.66079 5.54239 0.0 -0.1 0.1 -0.72
C 1.97393 6.09146 -1.99420 0.2 0.0 0.2 -0.23
H 1.21526 0.76103 -5.51243 0.1 0.1 0.2 0.49
H -3.84593 -1.70011 -1.26306 0.1 0.1 0.3 0.24
C -0.65984 -2.56803 4.72341 -0.1 0.1 0.5 -0.55
C 3.13228 2.29388 -3.13599 0.0 0.3 0.8 -0.66
```
Positions in Å, forces in eV/Å.

***

This record from the Open Molecules 2025 dataset describes a 5-piece molecular cluster, C29H56N3O9 overall in a non-equilibrium geometry. The level of theory is ωB97M-V/def2-TZVPD.

- total energy (eV) = -53848.626
- spin multiplicity = 2
- total charge = +2
- HOMO level (spin up / spin down) (Eh) = -0.445 / -0.481
- Kohn-Sham gap (spin up / spin down) (eV) = 2.9 / 3.5

XYZ file:
```
97
Properties=species:S:1:pos:R:3:forces:R:3:mulliken_charge:R:1
H 2.35305 -8.30140 12.53147 -0.4 -0.4 -0.1 0.38
H 5.99486 -10.46409 11.67490 0.9 0.5 0.7 0.27
H 7.98643 -6.02309 17.51004 -0.9 0.2 0.4 -0.17
H 5.97663 -9.42589 10.34360 0.0 1.2 0.2 0.47
H 8.59577 -11.59205 19.06179 0.2 0.0 0.7 0.41
H 8.15053 -11.62545 16.96146 -0.3 -0.3 -0.6 0.49
C 4.60228 -6.09078 15.72103 -3.2 -1.4 1.4 0.76
C 4.10339 -4.98138 19.97500 -0.6 -0.3 0.5 -1.61
H 7.14662 -7.36234 11.69132 -0.7 -0.1 -0.3 0.55
C 7.12240 -3.05395 18.40204 -0.9 0.7 0.9 -0.95
N 4.18477 -2.78311 18.81419 -7.1 4.7 2.6 1.33
H 6.79818 -4.56980 19.97597 0.2 -0.2 -0.3 0.76
O 5.76699 -6.06438 15.32441 0.9 0.8 -0.4 -0.35
H 7.53691 -2.23985 18.99662 -0.1 -0.2 0.6 0.41
H 10.27828 -5.26645 18.05147 -0.4 0.0 -0.7 0.22
H 9.74650 -10.30748 19.76602 -0.4 -0.2 0.2 0.43
C 8.11429 -6.99056 17.99560 0.7 -1.3 -0.9 -0.70
O 1.60663 -6.80943 16.92913 -0.7 -2.1 -0.5 -0.62
H 5.52995 -0.67206 19.53369 -0.1 0.6 0.1 0.30
C 6.22725 -2.40340 17.34482 -1.0 -0.1 -0.1 -1.05
H 2.34328 -11.35274 14.69799 0.0 0.2 -0.4 0.46
H 10.70914 -6.62278 18.96300 0.3 -0.2 0.1 0.48
H 3.16457 -4.75873 20.48209 0.0 0.1 -0.1 0.48
H 7.96323 -10.31907 15.76245 -0.2 0.4 0.3 0.04
H 3.98383 -0.13805 18.70389 0.0 0.4 0.9 0.46
C 9.41565 -10.89073 18.90669 0.6 0.4 -1.3 -1.77
H 6.10584 -4.81697 18.32993 -0.2 -0.6 0.4 -0.66
H 10.46318 -7.16371 15.37249 -0.2 -0.4 0.2 0.47
N 4.73103 -9.13524 13.54355 5.0 -1.6 5.8 0.83
H 8.96340 -6.29310 15.64536 0.0 0.4 -0.7 0.40
C 6.69261 -7.86774 12.54369 1.0 -0.4 1.3 -1.80
C 1.14002 -6.27584 17.94744 2.0 1.8 -2.0 0.86
C 9.45287 -7.25897 15.77034 -0.8 1.8 1.4 -1.51
H 2.74251 -11.57265 12.07598 -0.7 0.8 0.2 0.54
H 7.67709 -9.12547 19.50575 0.2 -0.3 0.0 0.50
O 2.89472 -2.42431 19.15329 8.0 -3.0 -2.2 -0.28
H 4.07674 -11.52138 14.84605 0.1 0.0 -0.2 0.43
H 6.19604 -7.76604 18.32860 -0.7 -0.1 -0.5 0.18
C 2.22588 -8.98346 13.37214 1.2 0.0 -0.8 -1.23
H 2.91744 -1.30472 16.68517 0.1 0.5 0.5 0.42
H 5.47185 0.38151 18.06704 0.5 -0.7 -0.4 0.39
C 6.26082 -4.11113 19.14593 1.2 0.4 -1.3 -0.53
C 8.88051 -9.93163 17.80840 0.8 0.5 0.6 1.47
H 7.99986 -3.58962 18.03978 -0.2 0.1 -0.6 0.36
H 5.54852 -3.69883 21.89009 -0.4 -0.4 -0.4 0.43
H 3.94968 -2.45800 16.00321 0.3 0.1 -0.3 0.23
H 8.84176 -7.96182 15.20409 0.2 -0.4 0.4 0.19
O 0.30980 -6.81232 18.64403 -2.0 -1.6 1.5 -0.24
O 3.96141 -7.31069 15.80166 2.2 2.5 -0.7 -0.01
H 4.97297 -6.43189 11.37557 1.0 0.0 0.8 0.44
H 3.86927 -5.60095 19.10931 0.2 0.6 -0.4 0.07
C 4.94451 -3.71156 19.74592 -0.1 -1.1 -0.1 1.65
C 7.56084 -9.37896 18.45203 0.1 1.3 -1.9 -1.63
H 4.40064 -0.72493 15.90081 0.3 -0.1 0.4 0.41
C 5.23058 -3.02424 21.09515 -0.7 1.9 0.1 -1.71
H 3.27211 -10.22904 15.64725 -0.1 0.3 -0.1 0.33
C 3.27775 -10.79184 14.71380 0.5 -0.4 1.2 -1.79
H 8.25155 -6.91985 19.07461 0.0 0.4 0.1 0.60
H 6.77546 -7.17251 13.37910 -0.4 0.2 0.0 0.26
C 10.56813 -6.30998 17.92841 -0.8 -2.1 0.4 -1.68
C 7.05891 -8.09244 17.74807 0.9 0.8 1.1 0.77
H 5.94438 -3.14792 16.60066 0.0 -0.1 -0.1 0.19
H 4.37394 -2.41421 21.38178 -0.4 -0.5 0.4 0.44
C 3.45652 -9.95022 13.48317 0.1 -0.5 0.1 1.13
O 4.02449 -5.01676 16.09368 1.5 -1.5 -0.7 -0.58
H 1.37227 -9.64779 13.23760 -0.1 0.3 0.1 0.45
C 9.44737 -7.34683 17.36527 2.6 -0.9 -1.7 1.23
C 4.41217 -7.25873 11.81139 -0.6 0.7 -0.8 -1.81
H 2.17003 -8.34827 14.25617 -0.2 -0.4 0.1 0.19
C 5.01987 -0.45857 18.59436 -1.2 0.1 1.1 -1.45
H 4.31445 -10.88617 10.06198 -0.1 -0.7 0.4 0.49
H 4.31591 -11.81298 12.43111 0.5 0.4 1.1 0.37
C 8.61064 -10.73414 16.53489 0.0 -0.6 0.3 -1.47
H 5.99358 -2.24663 21.05960 0.4 -0.3 -0.5 0.37
H 3.75096 -6.79612 12.54412 0.0 -0.3 0.0 0.38
H 2.25497 -5.10953 17.44468 0.9 1.2 -0.6 0.28
H 9.50593 -11.06548 16.00881 0.3 0.2 0.4 0.38
C 5.29061 -8.41993 12.32255 1.2 0.0 -0.7 1.80
H 11.52841 -6.41938 17.42443 -0.3 0.1 -0.1 0.40
C 4.82574 -1.75511 17.85970 2.1 -1.6 -3.2 0.80
H 7.41114 -8.64251 12.81118 -0.1 -0.3 0.0 0.43
C 4.19567 -10.29243 10.96832 -3.9 0.2 0.2 -0.73
C 5.42566 -9.63158 11.26132 1.9 -0.3 1.0 -1.27
O 1.62032 -5.08548 18.16457 -0.6 0.9 1.5 -0.35
H 3.88967 -7.42932 10.87012 -0.8 -1.0 0.4 0.43
O 5.61114 -9.31974 14.74992 -5.6 1.3 -8.1 -0.07
H 6.73796 -10.08387 18.33335 0.4 -0.5 0.2 0.53
H 4.63253 -5.68658 20.61595 0.4 0.4 0.2 0.52
O 11.18117 -9.04688 16.94419 -5.6 0.2 2.7 -0.52
N 9.88970 -8.81446 17.56108 3.6 0.8 -1.1 0.46
C 3.63501 -10.97741 12.26898 0.8 0.2 -2.1 -1.25
C 3.97786 -1.50580 16.53295 -0.4 -1.5 1.0 -1.41
H 3.16786 -7.06854 16.28460 -1.4 -0.4 0.5 0.27
H 3.47481 -9.53546 10.65932 -0.4 0.0 -0.2 0.26
H 6.72514 -1.60678 16.79201 0.0 0.1 0.1 0.62
H 10.29038 -11.43642 18.55291 0.0 -0.1 -0.1 0.38
H 6.87488 -8.22186 16.68154 -0.3 -0.1 0.1 -0.54
```
Positions in Å, forces in eV/Å.